Below is 11 unconnected molecules or ions with the total composition C42H85BNO32 in a non-equilibrium geometry, with properties calculated with ωB97M-V/def2-TZVPD.

Geometry as XYZ:
```
161
Properties=species:S:1:pos:R:3
C 4.49 0.29 4.90
C 4.41 1.42 3.88
C 3.09 1.58 3.07
B 3.50 2.60 1.92
C 4.54 2.19 0.81
O 2.98 3.88 1.91
C 2.02 2.13 4.03
C 0.54 2.01 3.60
C -0.32 2.18 4.86
C 0.15 3.09 2.58
N 0.24 0.66 3.01
O -0.57 0.65 2.03
C 1.32 -0.37 2.99
C 0.88 -1.50 2.06
C 1.44 -0.99 4.39
C 2.61 0.24 2.44
H 3.80 0.45 5.74
H 4.27 -0.68 4.46
H 5.50 0.24 5.31
H 4.56 2.36 4.42
H 5.26 1.32 3.19
H 4.40 2.75 -0.12
H 5.55 2.46 1.17
H 4.57 1.12 0.60
H 3.65 4.57 1.83
H 2.19 3.20 4.19
H 2.13 1.66 5.02
H -1.36 2.40 4.61
H -0.31 1.26 5.45
H 0.07 2.98 5.48
H 0.55 2.89 1.59
H 0.56 4.04 2.92
H -0.93 3.17 2.51
H -0.11 -1.86 2.32
H 1.58 -2.33 2.18
H 0.91 -1.20 1.01
H 0.52 -1.52 4.62
H 2.26 -1.70 4.42
H 1.59 -0.25 5.18
H 2.46 0.37 1.37
H 3.40 -0.52 2.53
C -1.55 -3.77 0.38
O -1.84 -5.17 0.45
C -1.14 -5.82 1.37
O -0.33 -5.33 2.12
O -1.49 -7.10 1.33
C -0.81 -7.93 2.29
H -2.18 -3.36 -0.40
H -1.79 -3.28 1.33
H -0.50 -3.60 0.14
H -1.02 -7.59 3.30
H 0.27 -7.90 2.12
H -1.19 -8.93 2.14
C -2.74 -1.15 4.12
O -2.69 -0.45 5.37
C -3.54 -0.89 6.29
O -4.31 -1.80 6.17
O -3.38 -0.15 7.39
C -4.22 -0.52 8.49
H -2.00 -0.67 3.48
H -2.50 -2.20 4.26
H -3.73 -1.06 3.68
H -4.02 -1.55 8.79
H -5.27 -0.42 8.22
H -3.97 0.16 9.29
C 2.48 7.15 1.73
O 3.60 7.59 0.95
C 3.26 8.14 -0.22
O 2.14 8.28 -0.63
O 4.38 8.49 -0.85
C 4.16 9.10 -2.13
H 2.91 6.74 2.64
H 1.82 7.97 1.98
H 1.93 6.38 1.21
H 3.57 10.01 -2.03
H 3.64 8.40 -2.80
H 5.15 9.33 -2.52
C -4.52 -0.36 -4.90
O -4.81 -1.77 -4.86
C -4.05 -2.45 -4.01
O -3.20 -1.98 -3.30
O -4.39 -3.74 -4.07
C -3.64 -4.59 -3.20
H -5.22 0.07 -5.61
H -4.65 0.09 -3.92
H -3.50 -0.20 -5.24
H -3.79 -4.30 -2.16
H -2.58 -4.55 -3.44
H -4.02 -5.59 -3.37
C -3.71 2.93 -0.92
O -4.11 3.37 -2.22
C -5.15 4.20 -2.23
O -5.75 4.58 -1.26
O -5.42 4.53 -3.49
C -6.53 5.42 -3.64
H -2.86 2.27 -1.08
H -3.42 3.78 -0.30
H -4.52 2.39 -0.44
H -6.34 6.36 -3.12
H -7.44 4.97 -3.25
H -6.62 5.59 -4.71
C 2.90 -6.11 -4.01
O 1.68 -5.68 -3.40
C 1.45 -4.37 -3.44
O 2.18 -3.54 -3.93
O 0.29 -4.12 -2.84
C -0.08 -2.74 -2.81
H 2.91 -7.19 -3.92
H 2.94 -5.81 -5.06
H 3.76 -5.69 -3.48
H -0.20 -2.35 -3.82
H 0.66 -2.16 -2.27
H -1.03 -2.70 -2.30
C 5.32 -2.95 -3.47
O 6.11 -3.38 -2.35
C 7.29 -2.78 -2.25
O 7.73 -1.93 -2.99
O 7.92 -3.26 -1.18
C 9.22 -2.70 -0.95
H 4.40 -3.52 -3.42
H 5.10 -1.88 -3.39
H 5.84 -3.14 -4.40
H 9.14 -1.62 -0.79
H 9.87 -2.89 -1.80
H 9.60 -3.19 -0.06
C -7.50 3.50 -10.35
O -6.70 2.42 -9.85
C -7.40 1.44 -9.28
O -8.60 1.41 -9.17
O -6.55 0.51 -8.86
C -7.17 -0.61 -8.23
H -6.79 4.21 -10.77
H -8.19 3.15 -11.11
H -8.06 3.97 -9.54
H -7.85 -1.12 -8.92
H -7.72 -0.30 -7.35
H -6.36 -1.28 -7.94
C 1.46 -2.60 11.89
O 1.24 -2.95 10.52
C 0.50 -2.07 9.84
O 0.05 -1.05 10.28
O 0.36 -2.52 8.59
C -0.40 -1.65 7.74
H 2.07 -3.40 12.30
H 2.00 -1.65 11.95
H 0.52 -2.51 12.42
H 0.08 -0.68 7.65
H -1.41 -1.52 8.14
H -0.44 -2.15 6.78
C 0.91 2.70 -7.96
O 0.67 1.29 -7.90
C 1.38 0.64 -6.97
O 2.18 1.15 -6.23
O 1.06 -0.65 -7.02
C 1.75 -1.46 -6.06
H 0.27 3.07 -8.75
H 0.66 3.17 -7.01
H 1.96 2.89 -8.20
H 1.53 -1.13 -5.05
H 2.83 -1.42 -6.23
H 1.39 -2.47 -6.21
```

Output
Total energy   -112619.557 eV
Net charge   0
Expectation value of S²   0.754
Kohn-Sham gap (spin up / spin down)   8.2 / 9.6 eV
Max |F|   1.0 eV/Å
LUMO (spin up / spin down)   0.3 / 0.2 eV
2S+1   2

Mulliken atomic charge list, values in e, 8 entries: -1.275, -1.453, 2.692, 0.586, -1.132, -0.497, -3.159, 1.301

Below is 2 unconnected molecules or ions with the total composition C7H8N2 in a non-equilibrium geometry, with properties calculated with ωB97M-V/def2-TZVPD.

Geometry as XYZ:
```
17
Properties=species:S:1:pos:R:3
C 2.99 0.17 -1.50
C 2.18 0.41 -0.63
C -1.56 0.34 -1.04
C -2.15 -0.84 -1.38
C -0.70 0.08 0.03
C 0.73 0.54 2.04
C 0.14 0.93 0.71
N -1.73 -1.81 -0.59
N -0.87 -1.29 0.25
H 3.30 -0.51 -2.26
H -1.61 1.26 -1.50
H -3.00 -0.85 -2.01
H 1.61 1.17 1.90
H 0.91 -0.58 1.92
H 0.07 0.89 2.76
H 0.18 1.97 0.34
H -0.49 -1.89 0.96
```

Output
Total energy   -10362.133 eV
Net charge   0
Kohn-Sham gap (spin up / spin down)   7.4 / 7.4 eV
Max |F|   4.0 eV/Å
ΔE to the lowest compared entry with this formula, charge and spin   139.5 kcal per mole
LUMO (spin up / spin down)   -1.3 / -1.3 eV
2S+1   1

Mulliken atomic charge list, values in e, 8 entries: -0.214, -0.536, -0.512, -0.424, 0.691, -1.064, -0.167, -0.930

Below is a molecular structure, C25H29LuN4PS3 in a non-equilibrium geometry, with properties calculated with ωB97M-V/def2-TZVPD.

Geometry as XYZ:
```
63
Properties=species:S:1:pos:R:3
Lu -0.31 -0.82 0.06
N 1.78 -1.40 1.25
C 2.35 -0.48 2.26
C 3.57 -0.80 2.83
C 4.14 0.02 3.79
C 3.47 1.18 4.18
C 2.25 1.50 3.61
C 1.68 0.69 2.64
P 0.08 1.10 1.88
C -0.54 2.59 2.69
C -0.03 3.85 2.36
C -0.49 4.96 3.05
C -1.44 4.82 4.06
C -1.94 3.56 4.38
C -1.50 2.44 3.69
C 0.59 1.66 0.17
C -0.45 1.77 -0.78
C -0.18 2.20 -2.07
C 1.13 2.48 -2.44
C 2.16 2.35 -1.52
C 1.90 1.92 -0.22
H 2.49 -1.49 0.52
H 1.77 -2.32 1.69
H 4.08 -1.71 2.53
H 5.09 -0.24 4.23
H 3.91 1.81 4.94
H 1.74 2.40 3.93
H 0.70 3.97 1.58
H -0.11 5.94 2.81
H -1.78 5.69 4.60
H -2.67 3.46 5.17
H -1.88 1.46 3.95
H -1.49 1.73 -0.44
H -0.98 2.35 -2.78
H 1.35 2.83 -3.44
H 3.18 2.58 -1.81
H 2.71 1.84 0.50
S 1.27 -1.31 -2.11
C 1.38 -2.87 -2.80
N 2.46 -3.27 -3.42
C 2.48 -4.59 -4.04
C 1.04 -5.13 -4.00
S 0.10 -4.02 -2.90
H 3.28 -2.68 -3.46
H 3.17 -5.23 -3.50
H 2.83 -4.50 -5.07
H 0.99 -6.14 -3.59
H 0.57 -5.12 -4.98
S -1.64 -3.17 0.14
C -2.80 -2.28 -0.74
N -3.46 -2.78 -1.75
C -4.34 -2.03 -2.65
C -4.00 -0.55 -2.55
C -4.03 -0.17 -1.08
N -2.98 -0.94 -0.35
H -3.28 -3.75 -1.96
H -5.38 -2.20 -2.37
H -4.20 -2.41 -3.66
H -4.71 0.04 -3.11
H -3.00 -0.36 -2.96
H -5.01 -0.40 -0.66
H -3.85 0.90 -0.93
H -3.20 -0.93 0.64
```

Output
Total energy   -107750.704 eV
Net charge   +3
Kohn-Sham gap   7.8 eV
Max |F|   1.2 eV/Å
ΔE to the lowest compared entry with this formula, charge and spin   1.4 kcal per mole
LUMO   -8.8 eV
2S+1   1

Mulliken atomic charge list, values in e, 8 entries: 1.072, -0.373, 0.556, -0.580, -0.710, -0.887, -0.687, -0.012

Below is a molecular structure, C8H9IN in a non-equilibrium geometry, with properties calculated with ωB97M-V/def2-TZVPD.

Geometry as XYZ:
```
19
Properties=species:S:1:pos:R:3
C 0.55 2.48 -1.15
C -0.68 1.88 -1.48
C 1.58 1.67 -0.98
C -0.79 0.56 -1.35
C 1.49 0.36 -0.86
C -0.18 -2.39 2.35
C -1.05 -1.58 1.81
C 0.11 -1.61 -0.75
N 0.31 -0.20 -0.98
I 1.62 -2.87 -0.26
H 0.68 3.55 -1.22
H -1.64 2.23 -1.81
H 2.63 2.01 -0.90
H -1.63 0.04 -1.56
H 2.30 -0.38 -0.49
H -0.46 -2.93 3.27
H 0.74 -2.51 1.82
H -1.79 -0.96 1.61
H -0.68 -2.06 -1.28
```

Output
Total energy   -18020.018 eV
Net charge   +1
Kohn-Sham gap (spin up / spin down)   6.5 / 7.7 eV
Max |F|   5.2 eV/Å
ΔE to the lowest compared entry with this formula, charge and spin   99.2 kcal per mole
LUMO (spin up / spin down)   -5.3 / -4.3 eV
2S+1   1

Mulliken atomic charge list, values in e, 8 entries: -0.311, -0.414, -0.536, -0.106, 0.327, -0.436, -0.065, -0.705

Below is 2 unconnected molecules or ions with the total composition C4H13N3S in a non-equilibrium geometry, with properties calculated with ωB97M-V/def2-TZVPD.

Geometry as XYZ:
```
21
Properties=species:S:1:pos:R:3
C -0.52 -0.03 -0.90
N -1.64 -0.50 0.05
C -2.98 -0.06 -0.35
N -4.04 -1.00 -0.07
C 0.52 0.54 0.48
C 0.73 -0.66 -0.37
S 3.41 -0.03 0.50
N 1.12 1.83 0.19
H -0.84 -0.69 -1.85
H -0.79 1.03 -1.11
H -1.57 -0.29 1.04
H -2.75 0.33 -1.42
H -3.22 0.94 0.22
H -4.20 -1.73 -0.72
H -4.87 -0.38 0.05
H 0.20 0.21 1.57
H 0.55 -1.67 0.03
H 1.52 -0.70 -1.18
H 3.45 -1.35 -0.07
H 1.24 2.28 1.13
H 2.11 1.51 -0.20
```

Output
Total energy   -19651.214 eV
Net charge   +1
Expectation value of S²   0.753
Kohn-Sham gap (spin up / spin down)   7.5 / 6.3 eV
Max |F|   7.6 eV/Å
ΔE to the lowest compared entry with this formula, charge and spin   130.8 kcal per mole
LUMO (spin up / spin down)   -5.4 / -6.5 eV
2S+1   2

Mulliken atomic charge list, values in e, 8 entries: -0.533, -0.367, -0.489, -0.530, -0.102, -0.672, -0.113, -0.424

Below is a single C8H12OS molecule in a non-equilibrium geometry, with properties calculated with ωB97M-V/def2-TZVPD.

Geometry as XYZ:
```
22
Properties=species:S:1:pos:R:3
C -0.68 -0.57 1.16
C 0.54 -1.21 0.23
C -1.30 0.53 1.52
C 1.27 -1.33 -0.88
C -2.05 0.56 2.77
C -1.14 1.85 0.59
C 2.39 -2.28 -0.97
C 1.05 -0.52 -2.21
O 0.91 -1.75 2.93
S 0.04 -2.09 1.78
H -3.00 1.17 2.71
H -2.10 -0.37 3.25
H -1.56 1.25 3.51
H -2.21 2.04 0.51
H -0.68 2.66 1.21
H -0.66 1.52 -0.42
H 2.24 -2.94 -1.83
H 3.28 -1.59 -1.11
H 2.77 -3.04 -0.21
H 1.76 -0.91 -3.00
H 0.07 -0.63 -2.69
H 1.08 0.52 -1.87
```

Output
Total energy   -21368.355 eV
Net charge   0
Kohn-Sham gap   8.9 eV
Max |F|   5.7 eV/Å
ΔE to the lowest compared entry with this formula, charge and spin   101.3 kcal per mole
LUMO   0.5 eV
2S+1   1

Mulliken atomic charge list, values in e, 8 entries: -0.851, -0.660, 1.261, 1.449, -1.342, -0.891, -1.292, -1.076

What did the second record say?
Below is 2 unconnected molecules or ions with the total composition C7H8N2 in a non-equilibrium geometry, with properties calculated with ωB97M-V/def2-TZVPD.

Geometry as XYZ:
```
17
Properties=species:S:1:pos:R:3
C 2.99 0.17 -1.50
C 2.18 0.41 -0.63
C -1.56 0.34 -1.04
C -2.15 -0.84 -1.38
C -0.70 0.08 0.03
C 0.73 0.54 2.04
C 0.14 0.93 0.71
N -1.73 -1.81 -0.59
N -0.87 -1.29 0.25
H 3.30 -0.51 -2.26
H -1.61 1.26 -1.50
H -3.00 -0.85 -2.01
H 1.61 1.17 1.90
H 0.91 -0.58 1.92
H 0.07 0.89 2.76
H 0.18 1.97 0.34
H -0.49 -1.89 0.96
```

Output
Total energy   -10362.133 eV
Net charge   0
Kohn-Sham gap (spin up / spin down)   7.4 / 7.4 eV
Max |F|   4.0 eV/Å
ΔE to the lowest compared entry with this formula, charge and spin   139.5 kcal per mole
LUMO (spin up / spin down)   -1.3 / -1.3 eV
2S+1   1

Mulliken atomic charge list, values in e, 8 entries: -0.214, -0.536, -0.512, -0.424, 0.691, -1.064, -0.167, -0.930